The following is a quantum chemistry calculation of an isolated molecule of C23H32N2O3, from the OMol25 dataset.

Structure (XYZ):
```
60
Properties=species:S:1:pos:R:3:forces:R:3
C 5.413386 4.510431 -2.833520 0.182 0.138 0.036
O 4.318403 3.674284 -3.107670 -0.320 -0.436 0.081
C 3.961217 2.727316 -2.177593 0.026 0.135 -0.104
C 4.655523 2.534098 -0.991092 0.057 0.154 -0.112
C 4.285277 1.538751 -0.102843 -0.011 -0.062 0.014
C 3.213613 0.723040 -0.392822 0.098 0.070 -0.023
C 2.486391 0.910828 -1.559596 0.062 0.190 -0.233
C 1.310939 0.015935 -1.851382 -0.135 0.003 -0.089
N 0.574044 -0.292884 -0.637592 0.001 -0.053 -0.078
C -0.385412 -1.362579 -0.824121 -0.112 -0.128 0.236
C -1.002599 -1.722514 0.530426 0.150 -0.244 -0.368
N -1.622990 -0.588754 1.200631 -0.086 -0.012 0.093
C -2.971826 -0.294973 0.740955 -0.345 -0.004 0.229
C -4.019223 -0.917380 1.685754 0.100 0.127 -0.343
C -4.043718 -2.415925 1.596988 -0.112 0.021 0.138
C -3.453835 -3.205755 2.576094 -0.046 0.064 -0.062
C -3.457641 -4.585226 2.462091 0.049 -0.116 0.030
C -4.051635 -5.194131 1.370099 0.032 -0.110 0.019
C -4.647331 -4.415644 0.391988 -0.030 -0.020 -0.107
C -4.643681 -3.037489 0.506992 0.022 0.006 0.018
C -0.717290 0.558259 1.259882 0.474 0.359 -0.076
C 0.379951 0.339957 2.310894 -0.465 -0.034 0.210
C -0.206192 0.158013 3.712837 0.269 0.351 -0.084
O -0.943231 -1.027048 3.850663 -0.252 -0.519 0.102
C -0.107511 0.874120 -0.113931 -0.198 0.091 0.237
C 2.845671 1.915830 -2.462399 -0.088 -0.069 0.095
O 2.077787 1.990630 -3.594771 0.394 -0.264 0.254
C 1.965416 3.203140 -4.306485 -0.143 0.336 -0.356
H 6.342252 3.940215 -2.730196 -0.039 0.028 0.018
H 5.250613 5.109886 -1.931699 0.017 -0.041 -0.027
H 5.494124 5.173206 -3.694313 0.047 -0.017 0.086
H 5.505744 3.153471 -0.755840 0.070 0.086 -0.028
H 4.847205 1.404066 0.808630 0.054 -0.017 0.084
H 2.908284 -0.060223 0.281119 -0.053 -0.089 0.107
H 1.682199 -0.927439 -2.265305 -0.072 0.026 -0.049
H 0.670948 0.486480 -2.615338 0.034 -0.128 0.085
H 0.129704 -2.237521 -1.227153 -0.043 0.001 -0.024
H -1.179957 -1.073900 -1.539772 0.056 -0.015 -0.011
H -1.751342 -2.505814 0.405232 0.078 -0.002 0.030
H -0.214040 -2.111096 1.178725 -0.022 -0.093 -0.048
H -3.127054 0.787464 0.729683 0.065 -0.048 -0.068
H -3.144958 -0.664926 -0.277317 0.002 0.090 -0.013
H -3.795935 -0.607081 2.707248 -0.034 0.073 0.013
H -4.999007 -0.520393 1.409421 -0.051 0.009 0.060
H -2.985844 -2.741475 3.431206 0.050 0.083 0.131
H -2.994157 -5.186334 3.230377 0.043 -0.053 0.066
H -4.054560 -6.270636 1.281898 0.000 -0.081 0.002
H -5.118053 -4.883611 -0.460731 -0.039 -0.036 -0.058
H -5.114677 -2.434183 -0.257241 -0.054 0.070 -0.076
H -1.308259 1.425420 1.580585 0.036 -0.091 -0.032
H 1.034719 1.212351 2.311488 0.088 0.039 -0.034
H 0.978243 -0.530373 2.047379 0.125 -0.010 0.009
H -0.841245 1.027797 3.952696 0.128 0.001 0.014
H 0.597718 0.112188 4.453808 -0.057 0.110 -0.057
H -1.470173 -1.109276 3.033611 0.090 0.084 -0.026
H 0.614186 1.687462 -0.018084 -0.074 0.045 0.010
H -0.911124 1.206364 -0.801478 0.073 -0.004 -0.023
H 1.103463 3.070938 -4.961776 0.037 0.046 0.052
H 2.852284 3.404681 -4.909998 -0.137 -0.006 0.070
H 1.785200 4.047962 -3.637341 0.012 -0.035 -0.022
```
Positions in Å, forces in eV/Å.

Calculated values
**Molecular weight**: 384.52 g mol⁻¹
**Kohn-Sham gap**: 8.9 eV
**Max |F|**: 0.60 eV/A
**SMILES string**: COc1cccc(CN2CCN(CCc3ccccc3)[C@@H](CCO)C2)c1OC
**Total charge**: 0
**LUMO level**: 0.74 eV
**Energy**: -33492.02864 eV